# 1
{
  "formula": "C25H33Cl4F6MnN7O6P",
  "method": "the ωB97M-V functional and the def2-TZVPD basis",
  "symbols": ["Mn", "P", "F", "F", "F", "F", "F", "F", "N", "C", "C", "C", "C", "C", "H", "H", "H", "H", "H", "N", "C", "C", "C", "C", "C", "H", "H", "H", "H", "H", "N", "C", "C", "C", "C", "C", "H", "H", "H", "H", "H", "N", "C", "C", "C", "C", "C", "H", "H", "H", "H", "H", "C", "N", "O", "O", "H", "H", "H", "C", "N", "O", "O", "H", "H", "H", "C", "N", "O", "O", "H", "H", "H", "C", "Cl", "Cl", "H", "H", "C", "Cl", "Cl", "H", "H"],
  "xyz": [[-0.891068, -0.243992, -2.313941], [0.739919, 0.493722, 1.001153], [1.551701, 0.864836, 2.324803], [-0.660166, 0.758220, 1.734709], [0.751640, 2.048625, 0.509082], [-0.149132, 0.160502, -0.396474], [2.087691, 0.241695, 0.170397], [0.662793, -1.056913, 1.358636], [-1.357567, 1.866723, -2.723224], [-1.703867, 2.624966, -1.680362], [-2.188310, 3.911164, -1.794206], [-2.304102, 4.477432, -3.057950], [-1.893510, 3.722488, -4.148479], [-1.450873, 2.437021, -3.930277], [-1.568894, 2.209027, -0.685600], [-2.471809, 4.459114, -0.907595], [-2.649522, 5.493859, -3.195027], [-1.895771, 4.092248, -5.163158], [-1.095014, 1.867319, -4.785342], [-2.971880, -0.393273, -1.711414], [-4.046174, -0.159094, -2.468278], [-5.333023, -0.234988, -1.985021], [-5.531890, -0.697247, -0.693113], [-4.425778, -0.942557, 0.101126], [-3.167643, -0.762169, -0.444699], [-3.852177, 0.109893, -3.500749], [-6.158683, 0.006347, -2.640048], [-6.520373, -0.775211, -0.257738], [-4.476701, -1.295717, 1.120764], [-2.287576, -0.945917, 0.156253], [-0.560774, -2.365889, -1.947856], [0.604999, -2.782946, -1.434769], [0.838918, -4.073125, -1.038753], [-0.179376, -4.998760, -1.198670], [-1.404210, -4.580023, -1.708652], [-1.536605, -3.268560, -2.081449], [1.383917, -2.033062, -1.336535], [1.757107, -4.360120, -0.548850], [-0.065596, -6.040994, -0.927611], [-2.226722, -5.273602, -1.798327], [-2.459192, -2.923344, -2.536797], [1.104193, 0.025228, -3.155733], [1.646636, -0.717290, -4.116962], [2.902278, -0.513387, -4.634450], [3.655579, 0.538280, -4.130287], [3.096480, 1.331373, -3.140384], [1.839452, 1.035751, -2.684783], [1.093284, -1.585108, -4.469870], [3.304212, -1.128700, -5.425445], [4.642906, 0.787954, -4.497058], [3.623632, 2.180688, -2.731196], [1.354265, 1.701709, -1.979694], [-0.189605, 3.685035, 3.036328], [-0.470237, 3.570854, 4.487715], [-1.161759, 2.637970, 4.844265], [0.037586, 4.392219, 5.215117], [0.795732, 3.256412, 2.866232], [-0.140470, 4.744144, 2.796501], [-0.949677, 3.159811, 2.477469], [-0.602449, -3.605765, 3.010968], [-1.672121, -2.979879, 2.220882], [-2.221076, -1.986842, 2.653646], [-1.931369, -3.483995, 1.140488], [-0.664051, -3.335704, 4.058570], [0.354185, -3.227525, 2.662287], [-0.691696, -4.681645, 2.905925], [4.451090, 2.531466, 2.032888], [4.285844, 1.712115, 3.268579], [3.754448, 2.232572, 4.221195], [4.738951, 0.583030, 3.236964], [5.515230, 2.505900, 1.804101], [4.107344, 3.533923, 2.244404], [3.929553, 2.040139, 1.221721], [3.903768, -2.185213, 2.022241], [3.899071, -2.704463, 0.311795], [3.518717, -3.559996, 3.076067], [4.889813, -1.812159, 2.250110], [3.131575, -1.440900, 2.157855], [0.002765, -0.068030, 4.980167], [-0.827284, -0.290621, 6.505043], [1.207802, -1.329814, 4.644265], [-0.723771, -0.042964, 4.178961], [0.564468, 0.855752, 4.997170]],
  "atomic_forces_ev_per_a": [[0.2, -0.1, 0.2], [0.2, 0.9, 0.8], [0.0, -0.1, -0.2], [-0.1, -0.1, -0.1], [0.0, -0.2, -0.1], [-0.2, -0.1, -0.4], [0.0, -0.1, -0.1], [0.0, -0.2, 0.0], [0.0, 0.5, -0.2], [-0.1, 0.0, 0.7], [-0.2, 0.3, -0.3], [0.2, -0.1, 0.0], [-0.1, 0.0, 0.1], [0.4, -0.2, -0.4], [-0.1, -0.2, -0.2], [0.1, 0.0, 0.0], [-0.1, 0.0, 0.1], [-0.1, 0.2, 0.0], [-0.1, -0.2, 0.2], [-0.1, -0.2, 0.0], [0.0, 0.3, -0.3], [-0.2, -0.3, -0.3], [0.0, 0.5, 0.5], [0.3, -0.2, -0.1], [0.0, -0.2, 0.3], [-0.1, 0.1, 0.0], [0.0, 0.0, 0.0], [0.0, -0.1, -0.2], [-0.2, 0.1, 0.0], [0.0, 0.0, 0.1], [0.1, -0.3, -0.2], [0.3, 0.8, 0.1], [-0.2, -0.8, 0.3], [-0.5, -0.1, 0.0], [0.5, -0.5, 0.1], [-0.5, 0.2, -0.3], [-0.1, 0.0, 0.1], [0.2, 0.1, -0.2], [0.2, 0.1, 0.1], [0.0, 0.0, -0.1], [0.0, 0.1, 0.2], [0.1, 0.1, -0.2], [0.0, -1.1, -0.3], [0.7, 0.5, -0.1], [-0.1, 0.3, 0.1], [0.5, 0.0, -0.1], [-0.7, 0.7, 0.1], [-0.2, 0.2, 0.1], [-0.2, -0.2, 0.0], [0.0, -0.2, -0.1], [0.0, 0.0, 0.0], [0.1, -0.2, 0.2], [0.3, 0.4, -0.2], [0.0, -0.1, -0.1], [-0.1, 0.1, 0.1], [0.0, 0.0, 0.1], [-0.1, -0.2, 0.1], [-0.1, 0.0, 0.0], [0.0, -0.1, 0.0], [0.4, -0.4, 0.7], [-0.2, 0.3, -0.1], [0.1, -0.1, 0.0], [0.0, 0.0, 0.0], [-0.4, 0.2, -0.1], [0.0, -0.1, -0.3], [0.1, 0.0, -0.3], [0.5, -0.1, 0.1], [0.2, 0.0, -0.1], [-0.1, -0.1, 0.0], [-0.2, 0.1, 0.0], [0.0, 0.1, 0.1], [-0.1, 0.0, -0.1], [-0.3, -0.1, 0.0], [-0.3, -0.4, -0.1], [0.0, 0.2, 0.0], [0.1, 0.1, 0.0], [0.1, 0.0, 0.1], [0.0, 0.1, 0.0], [0.3, 0.3, -0.3], [0.0, -0.1, 0.1], [0.0, -0.2, 0.1], [0.0, -0.1, 0.0], [-0.1, 0.1, 0.2]],
  "mulliken_charge": [0.600, 1.807, -0.220, -0.440, -0.446, 0.243, -0.466, -0.289, 0.394, -0.071, -1.023, -0.247, -0.805, -0.361, 0.349, 0.498, 0.423, 0.439, 0.437, 0.460, -0.426, -0.862, -0.328, -0.821, 0.020, 0.469, 0.425, 0.433, 0.542, 0.209, 0.374, -0.117, -0.670, -0.330, -0.810, -0.256, 0.185, 0.413, 0.409, 0.481, 0.410, 0.376, -0.348, -0.822, -0.221, -0.941, -0.256, 0.493, 0.449, 0.431, 0.480, 0.347, -0.357, 0.966, -0.534, -0.568, 0.011, 0.347, 0.155, -0.829, 0.994, -0.495, -0.496, 0.335, 0.231, 0.295, -0.608, 0.986, -0.541, -0.555, 0.327, 0.291, 0.079, 0.613, -0.191, -0.183, 0.434, -0.686, 0.185, -0.163, -0.108, -0.107, 0.151],
  "s_squared": 8.75,
  "e_tot_ev": -156175.49733,
  "multiplicity": 6,
  "total_charge": 1,
  "e_homo_ev": [-11.86, -11.86]
}

# 2
{
  "formula": "C3Li2MgO3",
  "method": "the ωB97M-V functional and the def2-TZVPD basis",
  "symbols": ["O", "C", "O", "Mg", "Li", "C", "C", "O", "Li"],
  "xyz": [[-2.473202, 0.437734, -0.299427], [-1.318068, 0.818651, -0.013481], [-0.916799, 2.020484, -0.046005], [1.037692, 2.177656, 0.389093], [-2.337694, -1.445229, -0.285900], [-0.283331, -0.242980, 0.207692], [0.800568, -0.843174, 0.119806], [1.919671, -1.306511, 0.280342], [3.571165, -1.616628, -0.352122]],
  "atomic_forces_ev_per_a": [[0.2, -0.3, 0.5], [0.1, -0.9, -1.3], [0.5, 0.1, 0.6], [-0.8, -0.2, -0.1], [0.1, 0.6, 0.1], [0.2, 0.0, -0.2], [-1.0, 1.5, 1.0], [1.0, -0.9, -0.8], [-0.4, 0.0, 0.3]],
  "mulliken_charge": [-0.774, 1.770, -0.530, 0.434, 0.898, -1.851, 0.930, -0.821, 0.944],
  "s_squared": 0.75,
  "e_tot_ev": -15103.13522,
  "multiplicity": 2,
  "total_charge": 1,
  "relative_energy_kj_mol": 0.00,
  "e_homo_ev": [-10.28, -12.52]
}

# 3
{
  "formula": "C3H10NO",
  "method": "the ωB97M-V functional and the def2-TZVPD basis",
  "symbols": ["C", "N", "H", "H", "H", "H", "C", "O", "C", "H", "H", "H", "H", "H", "H"],
  "xyz": [[1.784343, 1.126051, -1.534806], [0.652223, 1.465192, -1.118720], [2.337681, 1.682620, -2.269499], [2.155033, 0.236400, -1.223471], [-0.019835, 0.759721, -0.871524], [0.363452, 2.450201, -1.350982], [-1.074632, -1.079490, 0.396491], [-0.934795, 0.325272, 0.638379], [-0.277547, -1.723467, 1.474162], [-2.118411, -1.346615, 0.551235], [-0.849795, -1.275159, -0.607937], [-1.628916, 0.484608, 1.306430], [0.650077, -2.273053, 1.008987], [0.275318, -1.053174, 2.086334], [-0.844791, -2.462635, 2.079352]],
  "atomic_forces_ev_per_a": [[0.5, 1.1, -1.3], [-0.8, 2.6, -1.6], [0.5, 0.9, 0.4], [1.1, -3.0, 0.5], [0.1, 0.6, 0.8], [-0.4, -1.4, 0.2], [-1.4, 1.3, -1.0], [-1.0, -1.9, 0.5], [2.0, -2.9, 1.2], [-0.5, -0.1, 0.2], [0.8, -0.4, -1.3], [0.1, 0.8, 0.7], [-1.4, 0.8, 0.0], [0.3, 0.8, 1.1], [0.2, 0.8, -0.3]],
  "mulliken_charge": [-0.044, -0.071, 0.284, 0.282, 0.256, 0.318, -0.184, -0.294, -0.849, 0.381, 0.441, 0.420, 0.333, 0.380, 0.346],
  "s_squared": 0.75,
  "e_tot_ev": -6787.47240,
  "multiplicity": 2,
  "total_charge": 2,
  "relative_energy_kj_mol": 435.80,
  "e_homo_ev": [-22.26, -22.04]
}